Record 1
Below is the molecule C18H18N2O5S in a non-equilibrium geometry, with properties calculated with the ωB97M-V functional and the def2-TZVPD basis.

Output
HOMO = -8.28 eV
LUMO energy = 0.05 eV
largest force on an atom = 0.0249 hartree/bohr
SMILES string = CCCOC(=O)CSC1=C(C#N)[C@@H](c2ccc3c(c2)OCO3)CC(=O)N1
E = -43010.952 eV
energy above the lowest of the compared OMol25 structures with the same formula, charge and spin = 0.9895 eV

Element x y z (Å)
C  -3.8477  -3.0077  -1.9836
C  -3.2440  -1.7904  -1.2968
C  -4.3171  -0.7488  -0.9927
O  -3.7657  0.3969  -0.3372
C  -3.2584  1.3561  -1.1083
O  -3.2379  1.3350  -2.3077
C  -2.7148  2.5164  -0.2988
S  -2.3138  2.0702  1.4177
C  -1.3632  0.5906  1.1718
C  -0.2758  0.4892  0.3804
C  0.2608  1.5851  -0.3084
N  0.6974  2.4834  -0.8757
C  0.3789  -0.8660  0.1863
C  1.8355  -0.7195  -0.1830
C  2.3393  -1.3411  -1.3126
C  3.6788  -1.2301  -1.6807
C  4.4866  -0.4702  -0.8731
C  3.9862  0.1603  0.2690
C  2.6702  0.0501  0.6359
O  4.9944  0.8419  0.8901
C  6.1422  0.6491  0.0907
O  5.8201  -0.1944  -0.9948
C  0.2246  -1.6892  1.4699
C  -1.1942  -1.6993  1.9929
O  -1.7279  -2.6434  2.5210
N  -1.8464  -0.4988  1.8608
H  -4.3170  -2.7229  -2.9220
H  -4.5974  -3.4716  -1.3472
H  -3.0743  -3.7414  -2.1934
H  -2.4912  -1.3346  -1.9443
H  -2.7642  -2.0939  -0.3635
H  -5.0620  -1.1452  -0.3000
H  -4.8015  -0.4266  -1.9197
H  -1.8455  2.9416  -0.8013
H  -3.4862  3.2846  -0.2184
H  -0.1416  -1.3811  -0.6327
H  1.6802  -1.9281  -1.9342
H  4.0642  -1.7138  -2.5618
H  2.3012  0.5541  1.5142
H  6.4944  1.6216  -0.2895
H  6.9378  0.1852  0.6945
H  0.8502  -1.2601  2.2589
H  0.5502  -2.7171  1.3093
H  -2.7681  -0.4179  2.2724

Atoms 1-2, force components in eV/Å:
C 0.1136 0.1802 0.1103
C -0.1704 0.2010 0.0295

Record 2
Below is the ion C2H3O4S with charge -1, with properties calculated with the ωB97M-V functional and the def2-TZVPD basis.

Output
HOMO = -5.18 eV
LUMO energy = 3.98 eV
largest force on an atom = 0.0101 hartree/bohr
SMILES string = O=CCS(=O)(=O)[O-]
total charge = -1
E = -21149.521 eV
energy above the lowest of the compared OMol25 structures with the same formula, charge and spin = 0.0000 eV

Element x y z (Å)
O  2.1472  -0.8478  0.5335
C  1.3848  0.0837  0.4946
C  0.3297  0.2112  -0.5527
S  -1.3224  -0.1980  0.0716
O  -1.7854  1.0206  0.7174
O  -2.0207  -0.5474  -1.1554
O  -1.0647  -1.3006  0.9869
H  1.4628  0.8978  1.2333
H  0.3184  1.1987  -1.0053
H  0.5504  -0.5182  -1.3241

Atoms 1-2, force components in eV/Å:
O 0.3707 -0.1046 0.1737
C -0.1790 0.0694 -0.2853

Record 3
Below is a cluster of 2 separate species, H3N2O2S in total in a non-equilibrium geometry, with properties calculated with the ωB97M-V functional and the def2-TZVPD basis.

Output
HOMO (alpha / beta) = -4.35 / -2.64 eV
LUMO energy (alpha / beta) = 4.11 / 3.74 eV
largest force on an atom = 0.0606 hartree/bohr
total charge = -1
E = -17956.607 eV
energy above the lowest of the compared OMol25 structures with the same formula, charge and spin = 3.1929 eV

Element x y z (Å)
N  -0.0109  -0.2171  0.1719
N  -1.0123  -0.9844  -0.2554
O  0.2953  2.9808  0.9597
O  0.3870  3.0490  -1.6402
S  -0.3431  2.6434  -0.3906
H  -0.0660  0.8172  -0.2376
H  0.0824  -0.1770  1.2873
H  -2.0446  -0.8104  0.2020

Atoms 1-2, force components in eV/Å:
N 0.1541 -0.2025 3.1063
N -2.8153 0.3480 -0.5630

Record 4
Below is the molecule C6H10O2, with properties calculated with the ωB97M-V functional and the def2-TZVPD basis.

Output
HOMO = -8.76 eV
LUMO energy = 0.75 eV
largest force on an atom = 0.0098 hartree/bohr
SMILES string = C=C=C(O)C[C@H](C)O
E = -10477.297 eV
energy above the lowest of the compared OMol25 structures with the same formula, charge and spin = 1.8734 eV

Element x y z (Å)
C  2.8271  -1.0650  -0.4481
C  1.9105  -0.1922  -0.1682
C  0.9897  0.6921  0.0971
O  1.0840  1.6176  1.1153
C  -0.3013  0.7990  -0.6635
C  -1.4945  0.3228  0.1881
C  -1.4362  -1.1799  0.4308
O  -2.7183  0.5937  -0.4650
H  3.6202  -0.8574  -1.1522
H  2.8349  -2.0498  -0.0029
H  1.9160  1.5001  1.5857
H  -0.2468  0.2074  -1.5775
H  -0.4521  1.8502  -0.9266
H  -1.4633  0.8525  1.1539
H  -1.5011  -1.7033  -0.5193
H  -0.5061  -1.4454  0.9245
H  -2.2751  -1.4835  1.0505
H  -2.7877  1.5412  -0.6226

Atoms 1-2, force components in eV/Å:
C 0.2346 -0.2783 -0.0970
C -0.1137 0.2474 0.1118

Record 5
Below is the molecule C5H6O2 in a non-equilibrium geometry, with properties calculated with the ωB97M-V functional and the def2-TZVPD basis.

Output
HOMO = -9.20 eV
LUMO energy = 0.99 eV
largest force on an atom = 0.1897 hartree/bohr
SMILES string = C1[C@@H]2O[C@H]1[C@H]1O[C@H]12
E = -9371.393 eV
energy above the lowest of the compared OMol25 structures with the same formula, charge and spin = 5.7030 eV

Element x y z (Å)
C  -1.5539  0.0400  -0.6540
C  -0.5041  -1.0196  -0.0173
O  -0.4610  -0.2545  1.1658
C  -0.6890  1.0013  0.3025
C  0.7681  0.9092  -0.3091
O  1.7721  -0.0683  0.2212
C  0.8168  -0.5547  -0.5400
H  -2.5144  -0.3932  -0.3883
H  -1.6320  0.2416  -1.6799
H  -0.5276  -2.1469  0.0643
H  -0.9807  1.8577  0.6421
H  0.8186  1.8584  -0.9607
H  1.3189  -1.0922  -1.4658

Atoms 1-2, force components in eV/Å:
C 1.7197 -1.5621 1.9679
C 0.5986 0.1901 -0.4960

Record 6
Below is the molecule C3H2N2O3 in a non-equilibrium geometry, with properties calculated with the ωB97M-V functional and the def2-TZVPD basis.

Output
HOMO = -10.06 eV
LUMO energy = -1.81 eV
largest force on an atom = 0.1253 hartree/bohr
SMILES string = O=C1C=N/C(=N\O)O1
E = -12261.391 eV
energy above the lowest of the compared OMol25 structures with the same formula, charge and spin = 5.5907 eV

Element x y z (Å)
O  -2.6800  -0.7837  0.0206
C  -1.5674  -0.4580  -0.1144
C  -1.1105  0.9796  -0.1953
N  0.2140  0.8685  0.2921
C  0.5178  -0.4433  0.1952
N  1.5968  -1.0433  -0.0358
O  2.7424  -0.2917  -0.2146
O  -0.6218  -1.2558  0.0431
H  -1.8148  1.8020  -0.5122
H  2.7235  0.6258  0.5213

Atoms 1-2, force components in eV/Å:
O -3.9178 -0.6530 -0.2826
C -2.6886 3.6031 -0.3494

Record 7
Below is a cluster of 4 separate species, C24H24F13O11PS in total in a non-equilibrium geometry, with properties calculated with the ωB97M-V functional and the def2-TZVPD basis.

Output
HOMO = -9.53 eV
LUMO energy = -1.67 eV
largest force on an atom = 0.0530 hartree/bohr
SMILES string = O=C1OC(=O)C(P(O)(O)=S)=C1CCC(F)(F)C(F)(F)C(F)(F)C(F)(F)C(F)(F)C(F)(F)F.O=C1CCCO1.O=C1CCCO1.O=C1CCCO1
E = -103254.058 eV
energy above the lowest of the compared OMol25 structures with the same formula, charge and spin = 0.4203 eV

Element x y z (Å)
O  2.6590  0.8973  3.7238
C  3.4546  0.9760  2.8257
O  4.7955  1.1959  3.0238
C  5.4339  1.3090  1.8044
O  6.6072  1.5870  1.6610
C  4.3875  1.0407  0.7625
P  4.6789  1.0151  -1.0108
O  6.2405  0.7664  -1.2445
O  3.9098  -0.2747  -1.5897
S  4.0736  2.6766  -1.7589
C  3.2183  0.8352  1.3520
C  1.9028  0.5140  0.7757
C  1.0686  1.7737  0.4736
C  -0.2959  1.8094  1.1327
F  -0.2184  1.4122  2.4119
F  -0.6958  3.0999  1.1711
C  -1.4581  1.0681  0.4207
F  -1.8908  1.8660  -0.5641
F  -2.4697  0.9059  1.2866
C  -1.2130  -0.3070  -0.2357
F  -0.2272  -0.2449  -1.1343
F  -2.3429  -0.5923  -0.9169
C  -0.9501  -1.5019  0.7289
F  0.2653  -2.0225  0.5015
F  -0.9756  -1.0946  2.0030
C  -1.9584  -2.6747  0.5997
F  -1.6243  -3.5347  1.5807
F  -3.2029  -2.2662  0.8409
C  -1.8649  -3.4626  -0.7579
F  -1.3059  -4.6615  -0.5542
F  -1.1236  -2.8137  -1.6524
F  -3.0917  -3.6553  -1.2419
H  6.4770  -0.1549  -1.3933
H  4.4286  -0.7109  -2.2715
H  2.0353  -0.0333  -0.1402
H  1.3832  -0.1175  1.4846
H  1.5680  2.6780  0.7808
H  0.9238  1.8542  -0.5947
O  -1.4956  4.4781  -4.1881
C  -2.6471  4.4243  -3.8828
C  -3.3975  3.2316  -3.3208
C  -4.8580  3.6341  -3.5170
C  -4.7753  5.1529  -3.4429
O  -3.4832  5.4876  -3.9762
H  -3.1406  3.1263  -2.2672
H  -3.1340  2.3264  -3.8597
H  -5.5418  3.2062  -2.7865
H  -5.1933  3.3303  -4.5097
H  -4.8305  5.5219  -2.4164
H  -5.5394  5.6490  -4.0362
O  0.5231  0.8754  10.2121
C  0.7034  0.6558  9.0531
C  1.1512  -0.6485  8.4195
C  1.5869  -0.2084  7.0230
C  0.7000  1.0051  6.7871
O  0.4998  1.5853  8.0890
H  0.2979  -1.3274  8.3899
H  1.9570  -1.0946  8.9944
H  1.4758  -0.9727  6.2566
H  2.6331  0.0988  7.0420
H  -0.2753  0.7337  6.3765
H  1.1631  1.7409  6.1353
O  1.9117  -3.7257  -5.9462
C  0.7529  -3.8598  -5.6961
C  0.0332  -5.1386  -5.3097
C  -1.4353  -4.7701  -5.5113
C  -1.4170  -3.2690  -5.2558
O  -0.1225  -2.8249  -5.6963
H  0.2613  -5.3594  -4.2659
H  0.3545  -5.9628  -5.9390
H  -2.1236  -5.3068  -4.8613
H  -1.7263  -4.9653  -6.5441
H  -1.5204  -3.0277  -4.1964
H  -2.1829  -2.7359  -5.8136

Atoms 1-2, force components in eV/Å:
O 0.9048 0.0504 -0.8609
C -0.9200 -0.1731 0.6696

Record 8
Below is the molecule HN2O3P in a non-equilibrium geometry, with properties calculated with the ωB97M-V functional and the def2-TZVPD basis.

Output
HOMO (alpha / beta) = -9.27 / -9.29 eV
LUMO energy (alpha / beta) = -1.24 / -1.29 eV
largest force on an atom = 0.1033 hartree/bohr
SMILES string = O=NP[N+](=O)[O-]
E = -18420.999 eV
energy above the lowest of the compared OMol25 structures with the same formula, charge and spin = 1.5363 eV

Element x y z (Å)
O  -2.9982  0.4895  -0.8096
N  -2.4857  -0.2085  -0.0015
P  -0.8027  0.0815  0.6556
N  -0.4963  -1.7251  -0.0172
O  -0.9753  -2.5660  0.7146
O  0.1871  -1.7657  -0.9578
H  -1.2228  -0.3322  1.8332

Atoms 1-2, force components in eV/Å:
O 0.7555 0.4107 0.1482
N -1.6241 -0.7005 -0.1125